<w>
Here is the molecule CH3Br2IOSi from OMol25. Energies are from wB97M-V/def2-TZVPD.

Output
SMILES string ... CO[Si](Br)(Br)I
HOMO energy ... -10.101 eV
E_LUMO ... -0.28 eV

```
! RIJCOSX wB97M-V def2-TZVPD def2/J DEFGRID3
* xyz 0 1
C 0.260 -0.721 0.420
O 1.577 -0.524 -0.042
Si 2.514 -0.917 -1.310
Br 2.136 0.096 -3.247
Br 2.141 -3.226 -1.717
I 4.708 -0.598 -0.340
H -0.171 -1.502 -0.213
H -0.354 0.265 0.407
H 0.095 -0.965 1.534
*
```



<x>
Here is a cluster of 2 separate species, CH3Br2IOSi in total from OMol25. Energies are from wB97M-V/def2-TZVPD.

Output
HOMO energy (spin up / spin down) ... -8.410 / -8.435 eV
E_LUMO (spin up / spin down) ... -3.06 / -3.03 eV

```
! RIJCOSX wB97M-V def2-TZVPD def2/J DEFGRID3
* xyz 0 1
C -1.391 -0.033 -0.426
O -0.247 -0.630 0.313
Si 1.329 -0.483 0.442
Br 1.850 -0.799 2.523
Br 0.268 3.172 -0.453
I 2.921 -1.631 -1.014
H -2.123 -0.181 0.414
H -1.274 -0.541 -1.299
H -1.334 1.126 -0.500
*
```



Q: Which of them is the least stable? A: <x>.



<w>
Here is a cluster of 3 separate species, C4H14NO3 in total from OMol25. Energies are from wB97M-V/def2-TZVPD.

Output
HOMO energy ... -3.963 eV
E_LUMO ... 3.91 eV

```
! RIJCOSX wB97M-V def2-TZVPD def2/J DEFGRID3
* xyz -1 1
C -1.659 -0.548 0.451
N -1.519 0.846 0.112
C -0.853 1.466 -0.916
O 0.513 2.030 -0.621
C -0.777 -0.854 1.747
C 0.655 -0.295 1.531
H -1.276 -1.240 -0.304
H -2.694 -0.831 0.683
H -1.762 1.350 0.955
H -1.347 2.372 -1.445
H -0.516 0.718 -1.639
H -1.332 -0.726 2.701
H -0.622 -1.965 1.906
H 0.684 0.730 1.846
H 0.795 -0.304 0.454
H 1.327 -1.097 1.839
H 1.125 -0.877 -1.354
H 1.577 -1.912 -2.365
O 0.850 -1.716 -1.768
H 1.252 1.351 -0.979
H 3.061 1.113 -1.578
O 2.518 0.386 -1.258
*
```



<x>
Here is a cluster of 3 separate species, C4H14NO3 in total from OMol25. Energies are from wB97M-V/def2-TZVPD.

Output
HOMO energy ... -4.161 eV
E_LUMO ... 3.96 eV

```
! RIJCOSX wB97M-V def2-TZVPD def2/J DEFGRID3
* xyz -1 1
C 1.897 -1.929 -0.630
N 0.477 -1.624 -0.726
C -0.298 -2.059 0.451
C -0.232 -1.081 1.627
C -0.956 0.257 1.384
O -0.560 0.952 0.248
H 1.960 -2.991 -0.441
H 2.500 -1.372 0.088
H 2.342 -1.814 -1.615
H 0.269 -0.629 -0.772
H 0.020 -3.025 0.809
H -1.302 -2.059 0.082
H -0.750 -1.507 2.504
H 0.832 -0.909 1.832
H -2.010 -0.031 1.253
H -0.805 0.861 2.284
H -1.124 2.525 -1.908
H -1.649 1.912 -0.656
O -1.966 2.455 -1.437
H 0.780 1.520 -0.270
H 1.078 2.981 -0.594
O 1.505 2.119 -0.670
*
```



Q: Which of them is the least stable? A: <w>.



<w>
Here is the molecule C24H30N2O3 from OMol25. Energies are from wB97M-V/def2-TZVPD.

Output
SMILES string ... CCN(CC)C[C@@H](O)COc1ccc2c(c1)c(C(C)=O)c(C)n2-c1ccccc1
HOMO energy ... -7.843 eV
E_LUMO ... 0.73 eV

```
! RIJCOSX wB97M-V def2-TZVPD def2/J DEFGRID3
* xyz 0 1
C 4.073 0.118 -2.508
C 4.068 0.552 -3.971
N 3.293 -0.370 -4.789
C 3.699 -0.411 -6.184
C 3.164 -1.648 -6.897
C 1.858 -0.238 -4.599
C 1.234 -1.595 -4.168
O 2.209 -2.471 -3.683
C 0.150 -1.379 -3.098
O 0.697 -0.619 -2.045
C -0.039 -0.424 -0.911
C -1.372 -0.817 -0.763
C -2.051 -0.563 0.412
C -1.376 0.073 1.438
C -0.031 0.492 1.309
C 0.630 0.235 0.114
C 0.307 1.146 2.548
C 1.564 1.724 2.995
C 2.771 1.522 2.108
O 1.662 2.339 4.043
C -0.834 1.104 3.342
C -0.999 1.596 4.730
N -1.835 0.460 2.683
C -3.133 0.204 3.162
C -3.619 -1.099 3.173
C -4.900 -1.353 3.627
C -5.699 -0.315 4.077
C -5.214 0.983 4.069
C -3.937 1.247 3.610
H 4.587 0.863 -1.905
H 4.589 -0.832 -2.399
H 3.060 0.001 -2.134
H 5.096 0.554 -4.342
H 3.685 1.583 -4.054
H 3.376 0.496 -6.726
H 4.791 -0.442 -6.207
H 2.084 -1.604 -7.011
H 3.609 -1.718 -7.887
H 3.415 -2.542 -6.334
H 1.664 0.487 -3.808
H 1.364 0.120 -5.510
H 0.736 -2.073 -5.028
H 3.061 -2.024 -3.847
H -0.707 -0.857 -3.548
H -0.173 -2.362 -2.734
H -1.890 -1.314 -1.568
H -3.087 -0.849 0.517
H 1.648 0.531 -0.063
H 3.656 1.882 2.629
H 2.891 0.470 1.862
H 2.646 2.091 1.189
H -1.800 1.066 5.242
H -0.062 1.475 5.268
H -1.223 2.663 4.732
H -2.985 -1.905 2.835
H -5.274 -2.366 3.636
H -6.698 -0.516 4.434
H -5.836 1.795 4.416
H -3.562 2.258 3.585
*
```



<x>
Here is the molecule C24H30N2O3 from OMol25. Energies are from wB97M-V/def2-TZVPD.

Output
SMILES string ... CCOc1ccc(NC(=O)[C@H](Cc2ccccc2)NC(=O)C2CCCCC2)cc1
HOMO energy ... -7.707 eV
E_LUMO ... 0.74 eV

```
! RIJCOSX wB97M-V def2-TZVPD def2/J DEFGRID3
* xyz 0 1
C 7.868 2.019 0.135
C 7.666 0.529 0.396
O 6.776 -0.069 -0.523
C 5.435 0.153 -0.411
C 4.655 -0.369 -1.446
C 3.287 -0.222 -1.437
C 2.655 0.451 -0.391
N 1.262 0.580 -0.452
C 0.422 1.109 0.461
O 0.731 1.600 1.527
C -1.051 1.014 -0.013
C -1.963 1.831 0.902
C -3.227 2.314 0.245
C -3.981 1.493 -0.585
C -5.148 1.956 -1.167
C -5.584 3.247 -0.925
C -4.841 4.073 -0.099
C -3.673 3.609 0.478
N -1.464 -0.379 -0.050
C -1.210 -1.200 -1.082
O -0.555 -0.833 -2.049
C -1.762 -2.615 -1.005
C -3.289 -2.696 -0.851
C -3.802 -2.536 0.579
C -3.075 -3.483 1.529
C -1.565 -3.268 1.476
C -1.040 -3.463 0.056
C 3.426 0.965 0.643
C 4.803 0.818 0.633
H 8.599 2.418 0.834
H 6.934 2.563 0.250
H 8.230 2.169 -0.879
H 8.609 -0.005 0.245
H 7.335 0.355 1.428
H 5.152 -0.888 -2.250
H 2.692 -0.627 -2.242
H 0.831 0.173 -1.284
H -1.099 1.398 -1.040
H -1.390 2.687 1.263
H -2.211 1.231 1.784
H -3.655 0.485 -0.791
H -5.719 1.305 -1.813
H -6.495 3.608 -1.379
H -5.171 5.084 0.094
H -3.096 4.261 1.120
H -1.918 -0.738 0.773
H -1.511 -3.039 -1.985
H -3.758 -1.955 -1.501
H -3.598 -3.682 -1.208
H -3.699 -1.505 0.924
H -4.871 -2.760 0.590
H -3.437 -3.338 2.548
H -3.295 -4.514 1.241
H -1.072 -3.989 2.132
H -1.309 -2.275 1.853
H 0.030 -3.250 0.020
H -1.176 -4.514 -0.214
H 2.949 1.483 1.458
H 5.364 1.231 1.456
*
```



<y>
Here is the molecule C24H30N2O3 from OMol25. Energies are from wB97M-V/def2-TZVPD.

Output
SMILES string ... COc1cccc(-c2cccc(NC(=O)C3CCN(C[C@@H]4CCOC4)CC3)c2)c1
HOMO energy ... -8.364 eV
E_LUMO ... 0.49 eV

```
! RIJCOSX wB97M-V def2-TZVPD def2/J DEFGRID3
* xyz 0 1
C 6.754 -1.744 2.059
O 7.349 -1.551 0.800
C 6.559 -1.597 -0.310
C 7.214 -1.409 -1.528
C 6.502 -1.445 -2.708
C 5.136 -1.668 -2.699
C 4.470 -1.851 -1.493
C 3.016 -2.083 -1.470
C 2.422 -2.954 -2.380
C 1.056 -3.165 -2.349
C 0.255 -2.515 -1.427
C 0.836 -1.638 -0.516
N 0.097 -0.933 0.441
C -1.249 -0.928 0.664
O -2.041 -1.615 0.060
C -1.636 0.035 1.789
C -3.113 -0.102 2.163
C -4.027 0.461 1.078
N -3.698 1.849 0.797
C -4.651 2.476 -0.100
C -5.975 2.803 0.599
C -6.847 3.743 -0.251
C -6.649 5.095 0.440
O -6.523 4.789 1.808
C -5.744 3.612 1.895
C -2.337 1.936 0.304
C -1.369 1.493 1.396
C 2.212 -1.433 -0.543
C 5.188 -1.812 -0.299
H 7.566 -1.674 2.782
H 6.285 -2.730 2.138
H 6.011 -0.969 2.277
H 8.279 -1.241 -1.517
H 7.016 -1.297 -3.646
H 4.581 -1.680 -3.624
H 3.037 -3.479 -3.095
H 0.603 -3.848 -3.052
H -0.808 -2.680 -1.408
H 0.657 -0.335 1.033
H -1.021 -0.224 2.660
H -3.358 -1.154 2.317
H -3.290 0.441 3.093
H -5.057 0.413 1.433
H -3.942 -0.159 0.172
H -4.853 1.849 -0.987
H -4.208 3.415 -0.447
H -6.513 1.879 0.814
H -7.895 3.450 -0.193
H -6.545 3.764 -1.296
H -5.735 5.585 0.071
H -7.492 5.777 0.325
H -6.056 3.079 2.793
H -4.678 3.862 1.985
H -2.126 2.976 0.038
H -2.186 1.315 -0.599
H -1.526 2.124 2.273
H -0.343 1.635 1.050
H 2.660 -0.737 0.155
H 4.660 -1.979 0.627
*
```



Q: Which of them is the least stable? A: <w>.



<w>
Here is the molecule C7H14OS from OMol25. Energies are from wB97M-V/def2-TZVPD.

Output
HOMO energy (spin up / spin down) ... -6.411 / -9.724 eV
E_LUMO (spin up / spin down) ... 0.86 / -1.09 eV

```
! RIJCOSX wB97M-V def2-TZVPD def2/J DEFGRID3
* xyz 0 3
C -0.151 -0.900 -2.433
C -0.688 -0.144 -3.574
C -1.002 2.058 0.496
C 0.813 -1.969 0.831
C -0.773 0.713 1.176
C 1.094 -0.913 1.909
C 0.697 0.526 1.556
O 1.348 -1.706 -0.452
S 0.974 -0.367 -1.422
H -1.596 0.349 -3.223
H -0.028 0.618 -3.993
H -0.985 -0.843 -4.359
H -2.064 2.217 0.314
H -0.480 2.092 -0.459
H -0.635 2.874 1.113
H 1.276 -2.916 1.119
H -0.271 -2.136 0.739
H -1.396 0.640 2.071
H -1.092 -0.074 0.491
H 2.160 -0.924 2.139
H 0.552 -1.230 2.802
H 1.327 0.880 0.738
H 0.921 1.156 2.421
*
```



<x>
Here is the molecule C7H14OS from OMol25. Energies are from wB97M-V/def2-TZVPD.

Output
HOMO energy (spin up / spin down) ... -6.477 / -10.106 eV
E_LUMO (spin up / spin down) ... 0.90 / -2.04 eV

```
! RIJCOSX wB97M-V def2-TZVPD def2/J DEFGRID3
* xyz 0 3
C -0.045 -1.673 -1.351
C -1.352 -1.656 -0.561
C -0.946 2.298 1.751
C 1.271 -0.857 -0.676
C 0.172 1.562 1.187
C 1.452 0.663 -0.874
C 0.388 1.660 -0.343
O 1.532 -2.136 -3.230
S 0.160 -2.386 -2.796
H -1.141 -1.609 0.493
H -1.913 -0.846 -0.918
H -1.980 -2.574 -0.811
H -1.811 2.110 1.167
H -0.909 3.437 1.630
H -0.760 2.068 2.835
H 2.127 -1.391 -1.084
H 1.170 -1.111 0.416
H 1.075 1.976 1.708
H 0.056 0.459 1.374
H 1.389 0.674 -1.933
H 2.482 0.904 -0.392
H -0.608 1.691 -0.910
H 0.806 2.663 -0.677
*
```



Q: Which of them is the least stable? A: <x>.



<w>
Here is the molecule C6H8ClNO from OMol25. Energies are from wB97M-V/def2-TZVPD.

Output
SMILES string ... C=C[C@@H]1C[C@]1(C=O)NCl
HOMO energy ... -9.361 eV
E_LUMO ... 0.61 eV

```
! RIJCOSX wB97M-V def2-TZVPD def2/J DEFGRID3
* xyz 0 1
C -2.546 1.125 -0.810
C -1.288 0.865 -0.541
C -0.645 -0.259 0.212
C 0.215 -0.025 1.409
C 0.826 -0.320 0.092
C 1.454 -1.825 -0.026
O 2.378 -2.148 -0.764
N 1.476 0.660 -0.640
Cl 2.552 1.716 0.271
H -2.911 1.860 -1.462
H -3.364 0.401 -0.514
H -0.515 1.254 -1.090
H -1.230 -1.137 0.111
H 0.433 0.933 1.873
H 0.126 -0.773 2.280
H 0.920 -2.415 0.730
H 2.119 0.089 -1.130
*
```



<x>
Here is the molecule C6H8ClNO from OMol25. Energies are from wB97M-V/def2-TZVPD.

Output
HOMO energy (spin up / spin down) ... -8.734 / -7.075 eV
E_LUMO (spin up / spin down) ... 0.69 / -1.49 eV

```
! RIJCOSX wB97M-V def2-TZVPD def2/J DEFGRID3
* xyz 0 1
C 3.669 -1.218 0.095
C 1.908 -0.071 -1.199
C 0.525 -0.862 -0.975
C -0.875 -0.153 0.833
C 2.997 -0.115 -0.195
C -1.340 1.118 1.452
N 4.082 -2.312 0.226
O -0.448 -0.079 -0.444
Cl 3.118 1.146 0.944
H 2.248 -0.557 -2.123
H 1.520 0.876 -1.267
H 0.181 -1.100 -2.038
H 0.688 -1.743 -0.397
H -0.550 -1.020 1.564
H -2.016 1.589 0.857
H -0.470 1.648 1.622
H -1.830 0.899 2.352
*
```



Q: Which of them is the least stable? A: <x>.



<w>
Here is a structure of composition C30H42Cl4KN3O6SSeSi2 from OMol25. Energies are from wB97M-V/def2-TZVPD.

Output
HOMO energy (spin up / spin down) ... -2.461 / -2.148 eV
E_LUMO (spin up / spin down) ... 3.78 / 3.78 eV

```
! RIJCOSX wB97M-V def2-TZVPD def2/J DEFGRID3
* xyz -2 1
K -1.661 1.022 -0.392
O -1.880 -0.604 -4.098
Cl -1.917 0.463 -3.160
O -2.225 1.692 -3.819
O -0.630 0.595 -2.531
O -2.900 0.213 -2.161
C -1.644 -1.637 2.432
Si -0.036 -2.645 2.372
C 0.495 -3.346 0.665
N 0.544 -2.314 -0.349
C 1.631 -1.347 -0.196
C 2.437 -1.164 -1.483
C 2.848 -2.537 -2.009
C 1.598 -3.351 -2.382
C 0.346 -2.743 -1.718
C 1.422 -1.735 3.185
C 1.523 -0.346 3.132
C 2.579 0.323 3.728
C 3.561 -0.387 4.400
C 3.483 -1.770 4.458
C 2.427 -2.432 3.856
C -0.433 -4.075 3.585
C -0.672 -5.396 3.215
C -1.134 -6.333 4.127
C -1.374 -5.967 5.440
C -1.116 -4.664 5.840
C -0.648 -3.741 4.923
H -1.747 -1.136 3.406
H -2.503 -2.329 2.367
H -0.256 -4.075 0.351
H 1.453 -3.896 0.761
H 2.317 -1.689 0.592
H 1.214 -0.379 0.111
H 3.315 -0.550 -1.270
H 1.832 -0.642 -2.225
H 3.411 -3.052 -1.222
H 3.512 -2.432 -2.870
H 1.729 -4.393 -2.075
H 1.448 -3.344 -3.464
H -0.472 -3.466 -1.749
H 0.023 -1.869 -2.285
H 0.766 0.223 2.610
H 2.636 1.399 3.656
H 4.384 0.134 4.874
H 4.252 -2.331 4.974
H 2.377 -3.514 3.909
H -0.500 -5.701 2.191
H -1.317 -7.354 3.812
H -1.763 -6.689 6.148
H -1.287 -4.368 6.867
H -0.448 -2.727 5.245
C 5.015 3.578 -2.994
C 4.093 3.023 -1.911
C 2.681 3.588 -2.006
S 1.700 2.734 -3.323
O 2.320 3.160 -4.608
C 0.186 3.779 -3.085
C 0.039 4.841 -4.162
C -0.518 4.252 -5.453
H 5.993 3.098 -2.950
H 5.157 4.650 -2.854
H 4.571 3.409 -3.971
H 4.506 3.249 -0.923
H 4.032 1.935 -2.004
H 2.687 4.657 -2.223
H 2.139 3.395 -1.083
H 0.249 4.214 -2.089
H -0.652 3.086 -3.116
H 1.017 5.293 -4.354
H -0.629 5.623 -3.790
H 0.233 3.614 -5.912
H -0.798 5.039 -6.153
H -1.398 3.651 -5.236
Se -4.981 -0.506 1.295
C -5.791 0.915 0.389
C -5.229 2.192 0.322
C -5.936 3.205 -0.294
N -7.139 3.059 -0.846
C -7.660 1.835 -0.802
C -7.049 0.753 -0.205
H -4.261 2.379 0.765
H -5.522 4.208 -0.339
H -8.635 1.724 -1.271
H -7.533 -0.213 -0.191
O -2.702 0.169 1.588
N -1.808 -0.690 1.345
Cl -0.865 3.560 3.200
Si -0.311 3.456 1.159
Cl 0.042 5.570 0.825
Cl 1.760 2.920 1.486
*
```



<x>
Here is a structure of composition C30H42Cl4KN3O6SSeSi2 from OMol25. Energies are from wB97M-V/def2-TZVPD.

Output
HOMO energy ... -1.729 eV
E_LUMO ... 3.89 eV

```
! RIJCOSX wB97M-V def2-TZVPD def2/J DEFGRID3
* xyz -2 1
K 0.070 -0.751 0.945
O 1.071 1.467 3.375
Cl 0.070 0.489 3.749
O -0.206 0.562 5.149
O 0.565 -0.831 3.398
O -1.131 0.737 2.976
C 1.477 2.248 -0.106
Si -0.178 2.379 -1.014
C -1.697 1.502 -0.286
N -1.976 0.116 -0.605
C -2.279 -0.065 -2.032
C -3.314 -1.155 -2.251
C -4.643 -0.770 -1.595
C -4.419 -0.210 -0.172
C -2.989 -0.495 0.274
C -0.165 2.399 -2.902
C -0.980 3.323 -3.566
C -1.087 3.329 -4.949
C -0.373 2.409 -5.705
C 0.439 1.483 -5.067
C 0.536 1.478 -3.683
C -0.532 4.201 -0.541
C 0.226 5.222 -1.124
C 0.060 6.552 -0.767
C -0.876 6.898 0.200
C -1.631 5.905 0.802
C -1.457 4.575 0.435
H 1.254 2.042 0.949
H 1.995 3.204 -0.129
H -2.533 2.166 -0.593
H -1.626 1.609 0.804
H -1.356 -0.288 -2.573
H -2.674 0.879 -2.451
H -2.954 -2.100 -1.838
H -3.445 -1.311 -3.325
H -5.295 -1.645 -1.556
H -5.147 -0.019 -2.213
H -5.111 -0.666 0.540
H -4.603 0.870 -0.150
H -2.833 -1.577 0.277
H -2.810 -0.143 1.293
H -1.547 4.049 -2.994
H -1.734 4.050 -5.436
H -0.457 2.410 -6.785
H 0.988 0.744 -5.637
H 1.145 0.732 -3.193
H 0.961 4.972 -1.883
H 0.662 7.319 -1.241
H -1.008 7.935 0.485
H -2.355 6.160 1.567
H -2.055 3.821 0.932
C 5.266 1.967 -3.057
C 3.874 1.347 -3.017
C 3.685 0.338 -1.881
S 2.881 1.107 -0.442
O 3.950 2.130 -0.203
C 3.057 -0.070 0.927
C 4.442 -0.008 1.568
C 4.571 1.085 2.622
H 5.360 2.661 -3.897
H 6.027 1.191 -3.178
H 5.464 2.502 -2.130
H 3.670 0.822 -3.953
H 3.122 2.138 -2.952
H 4.645 0.027 -1.463
H 3.122 -0.537 -2.170
H 2.826 -1.058 0.523
H 2.313 0.209 1.676
H 5.208 0.115 0.800
H 4.612 -0.985 2.029
H 4.452 2.066 2.166
H 5.550 1.042 3.105
H 3.803 0.969 3.389
Se -2.770 -4.332 0.069
C -4.303 -3.752 0.988
C -4.245 -3.081 2.222
C -5.400 -2.633 2.833
N -6.634 -2.784 2.338
C -6.694 -3.423 1.165
C -5.602 -3.909 0.474
H -3.285 -2.911 2.695
H -5.332 -2.111 3.785
H -7.691 -3.552 0.748
H -5.739 -4.409 -0.477
O 1.250 0.087 -1.056
N 1.304 -1.323 -1.165
Cl 2.294 -4.032 -1.979
Si 1.230 -2.312 -2.465
Cl -0.573 -3.058 -3.149
Cl 2.123 -1.682 -4.295
*
```



Q: Which of them is the least stable? A: <w>.